No. 1
C7H4BrNO2S | ωB97M-V/def2-TZVPD

Geometry (Å):
S 1.355 -2.098 -0.562
C 1.788 1.062 -0.258
N 2.602 0.172 0.420
C -1.226 -1.283 0.059
C -0.658 1.403 0.054
O 1.062 -3.207 0.288
H -3.304 -0.822 0.380
C 0.106 -0.811 -0.261
Br 4.304 0.650 0.464
H -2.878 1.535 0.018
H -0.292 2.493 0.085
C -1.959 0.998 0.003
C -2.253 -0.368 0.160
O 2.156 2.135 -0.723
C 0.398 0.518 -0.173
H -1.200 -2.376 0.046

Values from the calculation:
- net charge = 0
- highest occupied orbital energy (alpha / beta) (eV) = -8.54 / -9.85
- orbital gap (alpha / beta) (eV) = 5.753 / 8.347

Mulliken population analysis, charges in e, atoms 1 to 8: 0.4045 0.4036 -0.4027 -0.5950 -0.4309 -0.4280 0.2686 0.3241

=====

No. 2
C20H27AsMnN4O2S | ωB97M-V/def2-TZVPD

Geometry (Å):
C 4.066 -2.560 0.526
H -1.871 2.060 2.516
H 2.813 1.457 -3.575
H -2.984 -2.207 -4.603
H 0.827 -3.960 -3.719
H 3.272 -2.346 -1.493
C -2.135 -2.316 -3.942
C -0.998 -1.756 -1.907
Mn 0.402 -1.458 0.784
C -3.780 2.796 2.360
C 1.878 0.573 -1.865
H -6.996 3.536 1.648
H 4.864 -3.243 0.240
C -3.603 3.551 3.539
H 2.423 1.637 1.092
H 3.243 -3.162 0.908
H 0.919 -2.703 -1.618
H 1.351 1.467 -1.531
H 4.475 -1.138 -1.065
C -1.698 0.540 0.652
H 1.178 -0.025 -2.448
C -6.044 3.530 2.160
C -5.876 4.277 3.336
H -2.904 -0.941 -2.484
C 0.012 -3.302 -3.447
H 0.144 -3.999 2.571
N -1.828 -0.223 -0.487
H -5.107 2.202 0.758
H 3.817 1.542 -2.135
C -2.097 -1.606 -2.761
N -2.761 1.286 0.880
C 4.527 1.174 0.748
As 2.274 -0.424 -0.250
H -6.703 4.860 3.719
S -0.283 0.487 1.667
H 5.165 0.320 0.526
C 0.061 -2.597 -2.261
C 3.645 -1.726 -0.680
O 0.496 -3.332 0.644
C 3.085 0.774 1.046
C -1.087 -3.169 -4.284
C 3.120 0.912 -2.682
H 4.941 1.665 1.629
H 3.008 0.258 2.003
H 4.438 -1.938 1.341
N -0.904 -1.050 -0.686
H -4.544 4.863 4.926
H 4.593 1.878 -0.079
C -5.006 2.789 1.659
C 0.580 -3.238 1.924
H -2.649 3.545 4.054
H 3.649 0.018 -3.010
O 1.101 -2.170 2.396
N -2.720 2.045 1.945
C -4.656 4.283 4.020
H -1.129 -3.733 -5.208

Values from the calculation:
- net charge = +2
- highest occupied orbital energy (alpha / beta) (eV) = -14.10 / -14.85
- orbital gap (alpha / beta) (eV) = 6.301 / 6.007
- multiplicity = 4

Mulliken population analysis, charges in e, atoms 1 to 8: -1.1886 0.2006 0.4232 0.4127 0.4380 0.4847 -0.7372 0.5144

=====

No. 3
C6H14N2O2 | ωB97M-V/def2-TZVPD

Geometry (Å):
H 0.435 1.084 -4.144
O -3.019 0.446 -1.587
C -0.173 1.254 1.368
H 1.221 -0.118 1.221
N 0.582 0.344 1.872
H 2.361 -1.327 2.911
H -0.676 1.254 -2.270
H -0.933 -0.018 -4.500
C -0.320 0.213 -2.394
H 2.786 0.281 3.578
C 0.688 0.080 3.292
H 0.454 0.944 3.942
C -2.479 -0.646 -1.659
H -0.959 -1.796 -2.232
O -0.986 1.926 1.979
H 2.054 -0.963 4.638
H 0.650 0.124 -1.869
H 0.660 -0.690 -4.030
H -2.951 -1.652 -1.540
N -1.232 -0.830 -2.032
C -0.050 0.136 -3.856
H -0.112 -0.672 3.429
H -0.050 1.165 0.261
C 2.051 -0.540 3.620

Values from the calculation:
- energy above the lowest of the compared OMol25 structures with the same formula, charge and spin (kJ/mol) = 170.4
- net charge = 0
- SMILES string = CCNC=O.CCNC=O
- highest occupied orbital energy (eV) = -9.60
- orbital gap (eV) = 10.086

Mulliken population analysis, charges in e, atoms 1 to 8: 0.3271 -0.5670 0.3499 0.2317 -0.1155 0.3273 0.3573 0.3319

=====

No. 4
C4H8NO3 | ωB97M-V/def2-TZVPD

Geometry (Å):
O -1.723 -2.992 0.501
H -2.033 -0.797 2.251
H -0.291 -0.584 2.070
H 2.795 1.367 -1.306
H 1.725 0.051 -0.487
H -0.606 0.420 -0.583
H 1.843 0.140 -2.133
O 0.838 2.854 -1.900
N -0.375 1.391 -0.631
C 0.728 1.781 -1.312
H -0.956 -2.009 2.921
H -1.130 2.061 -0.751
C -1.101 -1.303 2.100
C 1.867 0.795 -1.250
O -0.468 -1.239 -0.168
C -1.113 -1.937 0.678

Values from the calculation:
- energy above the lowest of the compared OMol25 structures with the same formula, charge and spin (kJ/mol) = 34.2
- net charge = -1
- highest occupied orbital energy (eV) = -4.66
- orbital gap (eV) = 8.510

Mulliken population analysis, charges in e, atoms 1 to 8: -0.7189 0.2142 0.2423 0.2960 0.2875 0.3614 0.2340 -0.6874

=====

No. 5
C18H27N3O2 | ωB97M-V/def2-TZVPD

Geometry (Å):
H -0.647 0.752 -2.659
H -2.479 6.682 0.707
C 1.235 1.244 -1.557
H -0.320 -5.765 -0.131
H -1.531 -3.059 -0.323
H 1.859 -7.133 1.052
C -1.123 2.735 1.188
C 2.606 0.698 -1.887
H 1.367 -3.351 -0.500
H 0.811 2.248 1.890
C -0.215 -1.527 0.116
H 2.405 -6.367 2.443
C -2.262 2.403 0.324
O -3.610 5.697 -0.278
C 0.427 -3.855 -0.548
C 0.109 0.470 0.656
C 0.613 -5.237 0.057
H 0.845 -7.230 2.523
H -0.628 1.266 2.504
H 1.328 -5.710 -0.604
H 0.119 -3.931 -1.612
H -2.503 1.313 0.027
C -1.919 5.002 1.209
C -2.929 4.688 0.319
H 0.533 3.106 -0.536
H 3.348 1.351 -2.299
H 2.159 2.491 0.062
N 0.536 0.295 -0.608
C 0.304 1.360 -2.751
H 0.314 -4.919 2.184
C 1.559 -6.568 1.960
C 1.471 2.635 -0.787
C -3.096 3.434 -0.191
H -3.737 3.213 -1.082
C -0.156 1.693 1.592
H -0.004 2.409 -2.953
H 3.011 0.467 -0.935
N 0.357 -1.038 -0.945
H 1.951 3.328 -1.360
H 0.734 0.953 -3.656
O -1.822 6.316 1.391
H -0.158 4.439 2.203
C 1.108 -5.214 1.528
C -0.972 4.068 1.569
H -0.728 -3.150 1.277
N -0.369 -0.649 1.158
H -3.657 5.423 -1.205
H 2.546 -0.124 -2.451
C -0.603 -2.965 0.174
H 1.814 -4.387 1.747

Values from the calculation:
- energy above the lowest of the compared OMol25 structures with the same formula, charge and spin (kJ/mol) = 447.3
- net charge = 0
- SMILES string = CCCCCc1nc(Cc2ccc(O)c(O)c2)n(C(C)(C)C)n1
- highest occupied orbital energy (eV) = -8.21
- orbital gap (eV) = 8.628

Mulliken population analysis, charges in e, atoms 1 to 8: 0.3051 0.4139 1.7824 0.2962 0.2365 0.3181 0.0902 -2.0663

=====

No. 6
C2H4ClN | ωB97M-V/def2-TZVPD

Geometry (Å):
Cl 1.828 -0.051 0.701
H 0.799 -0.530 -1.289
H -0.197 1.758 -0.013
H 0.462 -2.018 -0.212
H -1.826 1.189 0.632
N -0.719 -0.348 0.197
C 0.624 -0.869 -0.288
C -0.971 0.868 0.273

Values from the calculation:
- energy above the lowest of the compared OMol25 structures with the same formula, charge and spin (kJ/mol) = 135.1
- net charge = 0
- highest occupied orbital energy (alpha / beta) (eV) = -5.65 / -10.76
- orbital gap (alpha / beta) (eV) = 6.737 / 8.206
- multiplicity = 3

Partial atomic charges computed with the Mulliken method, in multiples of e: -0.1650 0.2888 0.2380 0.2843 0.3925 -0.1660 -0.2658 -0.6068

=====

No. 7
BrH3N2 | ωB97M-V/def2-TZVPD

Geometry (Å):
H -0.143 0.983 -0.299
Br 2.581 0.033 0.018
H 0.752 -1.370 -1.072
N -0.290 0.219 0.375
H -0.525 0.637 1.312
N 0.787 -0.739 0.323

Values from the calculation:
- energy above the lowest of the compared OMol25 structures with the same formula, charge and spin (kJ/mol) = 220.9
- net charge = 0
- highest occupied orbital energy (eV) = -9.61
- orbital gap (eV) = 9.198

Partial atomic charges computed with the Mulliken method, in multiples of e: 0.2626 -0.0706 0.2978 -0.3555 0.2552 -0.3895

=====

No. 8
C22H52BrN15O33 | ωB97M-V/def2-TZVPD

Geometry (Å):
C -4.495 -1.347 -3.960
O -2.627 -0.114 -4.498
O 1.680 -6.448 6.023
C -0.003 -4.448 3.737
N -2.820 -5.384 0.067
O -1.657 -5.449 0.411
O 1.392 -3.571 6.335
H -5.350 -2.531 4.908
C 1.054 -3.473 -10.324
N -1.902 0.030 0.621
O 1.126 -4.524 -12.376
H 3.626 6.658 -3.778
H 2.902 6.081 -2.249
O -4.477 0.433 -5.458
C -2.227 2.525 -2.785
H 1.771 -3.042 -9.637
H 1.457 -2.936 -4.716
N -2.935 3.701 2.643
H -3.052 2.237 -3.438
C 1.116 4.021 -2.911
H 0.391 -4.826 2.797
H -3.726 -6.151 1.785
H -3.415 -7.342 0.489
H 7.286 3.147 0.617
H 3.840 5.437 2.303
H -0.782 1.336 -3.848
H -5.542 -1.349 -4.238
N -0.228 -2.993 3.558
H 0.714 -4.563 4.543
H -4.941 -2.986 3.223
O 0.727 -2.309 3.270
H -4.004 -2.277 -4.232
H 2.051 -7.292 3.613
H 4.426 -3.764 7.258
H 0.093 1.472 -0.993
H -1.362 1.073 2.347
C -1.095 0.136 1.865
N 6.771 3.974 2.463
H -2.837 -0.435 -9.055
H -2.774 4.612 -3.099
C -2.509 3.940 -2.284
N 1.808 -7.604 5.664
O 5.057 6.561 -0.935
O -5.816 -4.833 5.423
H 2.604 -8.891 4.209
C 1.350 -1.876 -4.520
H -2.631 2.329 8.300
H -2.779 0.122 -7.349
H -1.769 3.890 8.505
H -3.359 3.906 -1.600
O -4.331 -5.396 3.969
H -0.864 3.772 2.365
C -1.608 4.312 2.946
C 3.592 6.780 -2.703
H -1.681 4.376 -1.723
C 0.525 2.319 -1.505
H -1.651 5.351 2.630
O -1.365 1.853 6.098
O 2.999 -3.884 -11.522
C -4.718 -3.141 4.274
C 1.623 3.155 -0.949
H -0.953 -4.911 3.980
H -4.755 -6.163 0.319
Br -1.129 3.404 -5.232
H 3.172 -2.699 7.973
H -1.833 0.977 -8.589
C 2.570 -7.826 4.403
O 2.150 3.909 -1.963
H 0.817 -1.378 -5.323
O 3.199 -3.850 5.197
H -0.869 2.340 8.586
H 2.314 -1.407 -4.347
H -1.427 4.217 4.012
H 0.353 -2.728 -10.684
H 3.365 6.459 0.915
O 2.872 7.049 3.825
O -1.385 4.006 6.144
H 6.136 2.187 1.587
O 0.139 -2.697 -2.723
O 1.055 4.967 -3.618
C -2.229 0.014 -8.279
C 6.407 3.184 1.253
N -3.814 -0.253 -4.705
H -2.208 1.818 -1.952
C 3.376 -3.655 7.501
O -3.570 3.238 3.568
O 7.689 3.556 3.136
C -3.762 -6.338 0.715
N -1.465 2.915 6.673
O 6.130 4.978 2.693
H -3.663 -2.964 4.467
O 1.370 -8.569 6.245
H 3.343 7.800 -2.423
H 2.241 5.217 1.530
C -0.912 2.379 -3.583
N 2.596 -3.699 6.237
O -3.293 3.700 1.482
O -0.282 -0.506 -7.167
O 1.458 7.556 2.282
H 5.579 3.678 0.757
O 0.319 -0.561 -2.929
H 0.521 -4.304 -9.874
N 4.937 6.481 -2.143
N 2.406 6.927 2.713
O -0.972 -1.907 -8.650
C 3.017 5.926 1.797
N 0.536 -1.703 -3.288
N -1.067 -0.875 -8.014
N 1.791 -4.004 -11.505
C 0.204 2.848 -2.692
O -3.268 -4.607 -0.748
H -4.359 -1.147 -2.901
O 1.963 3.268 0.191
H -1.349 -0.710 2.500
C -1.704 2.872 8.141
O -1.363 -2.568 3.702
O -3.108 0.018 0.734
H 3.021 -4.473 8.122
H 3.563 -7.412 4.549
N -4.985 -4.572 4.584
O -1.300 -0.043 -0.437
H -0.046 0.119 1.593
O 5.821 6.163 -2.910

Values from the calculation:
- net charge = 0
- highest occupied orbital energy (eV) = -10.05
- orbital gap (eV) = 9.239

Mulliken population analysis, charges in e, atoms 1 to 8: -0.7627 -0.3413 -0.5114 -0.2894 0.8702 -0.5118 -0.4999 0.3181

=====

No. 9
C13H20F9N2O5PS | ωB97M-V/def2-TZVPD

Geometry (Å):
H 2.735 5.147 2.065
N 0.873 0.345 3.322
C 1.625 -2.606 -3.379
C -3.392 1.115 0.556
H -3.318 0.715 1.562
H -1.170 -3.099 2.180
C 3.191 3.060 2.252
O 0.440 -2.167 1.064
F 2.328 -1.427 -1.309
N -1.884 -2.579 1.687
O 1.643 -0.602 3.246
P -1.102 -1.659 0.468
F 1.737 -3.670 -2.646
C 0.553 2.772 3.083
F 3.590 -1.287 -4.191
C -2.721 0.195 -0.504
C 1.394 1.677 2.992
F 3.989 -0.339 -2.245
H -1.479 -1.187 -2.590
C 2.358 4.168 2.332
H 0.396 4.890 2.815
C -0.494 -1.527 -2.272
H -1.546 -3.167 -1.353
H -2.897 2.908 -0.558
F -0.010 -1.357 -4.566
C -0.697 -2.526 -1.118
C 0.159 -2.116 -3.501
H 3.360 0.944 2.522
H 0.636 -1.726 1.906
F 1.996 -0.120 -3.158
C 2.710 1.805 2.585
H -3.388 0.218 -1.372
F -0.539 -3.250 -3.781
H -0.692 -0.341 0.760
H -1.627 2.370 0.528
S 2.898 -1.349 -2.772
H -2.533 -3.239 1.270
F 3.890 -2.537 -2.411
C 1.042 4.025 2.751
H 0.168 -3.141 -0.896
H -0.472 2.662 3.407
H -4.736 1.748 -0.673
H -3.075 3.202 1.177
H 4.216 3.175 1.926
H -1.772 0.625 -0.846
O -0.297 0.254 3.640
O -2.636 -1.156 -0.102
O -4.760 1.299 0.180
H 0.022 -0.650 -1.885
F 1.997 -2.984 -4.585
C -2.709 2.492 0.437

Values from the calculation:
- net charge = 0
- SMILES string = C[C@@H](O)CO[PH](N)(O)CCC(F)(F)C(F)(F)S(F)(F)(F)(F)F.O=[N+]([O-])c1ccccc1
- highest occupied orbital energy (eV) = -9.66
- orbital gap (eV) = 8.669

Mulliken population analysis, charges in e, atoms 1 to 8: 0.3900 1.0924 0.5953 0.2222 0.3761 0.2558 -0.5389 -0.7130

=====

No. 10
C26H23N3O2PV | ωB97M-V/def2-TZVPD

Geometry (Å):
N -2.389 1.063 -1.260
C 0.964 -2.288 -0.882
H 1.107 -1.495 3.595
H 0.151 -1.740 -1.363
C 0.138 -1.832 3.228
C -2.075 -3.017 0.319
C -2.705 2.361 -1.028
H -1.293 -3.710 0.038
C -1.622 3.201 -0.492
H 6.659 3.850 0.454
H 2.917 0.273 -0.320
C -3.933 2.885 -1.397
H -5.436 -2.645 0.138
H -3.641 -4.208 -0.518
C 4.596 4.457 0.441
H 6.160 1.467 0.034
H 3.659 -4.135 -1.737
C -3.289 0.277 -1.847
H 4.810 5.501 0.622
H 2.478 4.729 0.366
C 1.887 -2.927 -1.689
N -0.546 2.564 -0.208
H -0.637 -1.341 3.815
H -1.694 4.283 -0.460
C -4.098 -1.245 1.056
C -2.773 -0.957 1.358
C -4.407 -2.412 0.376
O 1.343 1.023 -0.347
C 1.591 2.274 -0.079
P -0.062 -1.337 1.494
C -3.395 -3.293 0.005
C 1.057 -2.360 0.509
H 0.049 -2.912 3.341
C 2.929 -3.642 -1.110
C -4.532 0.732 -2.254
V -0.602 0.531 -0.190
C 5.366 2.197 0.110
H -4.156 3.925 -1.209
C 2.103 -3.078 1.078
H -2.993 -0.756 -1.989
H 3.846 -4.268 0.722
C -1.750 -1.841 1.003
H -5.217 0.057 -2.744
H -2.541 -0.044 1.905
C 4.050 1.753 -0.036
O 3.877 0.433 -0.249
H -4.881 -0.560 1.353
H 2.209 -3.141 2.153
C 5.632 3.527 0.343
C 3.034 -3.717 0.269
C 2.994 2.678 0.056
H -5.819 2.452 -2.322
N 0.636 3.184 0.039
H 1.801 -2.861 -2.765
C -4.858 2.058 -2.019
C 3.298 4.028 0.299

Values from the calculation:
- net charge = +1
- highest occupied orbital energy (alpha / beta) (eV) = -10.45 / -10.43
- orbital gap (alpha / beta) (eV) = 6.791 / 6.607
- multiplicity = 4

Mulliken population analysis, charges in e, atoms 1 to 8: 0.0540 -0.2744 0.4685 0.2821 -1.5142 -0.5482 0.8923 0.4904

=====

No. 11
C5H9NO | ωB97M-V/def2-TZVPD

Geometry (Å):
C -1.461 0.119 0.206
H -0.481 -0.236 2.119
O 0.422 0.945 -1.083
H 1.758 0.578 1.823
H -0.449 1.997 0.468
C 1.755 -0.947 -1.403
C -0.743 1.334 -0.354
C -0.450 -0.635 1.117
H -2.343 0.436 0.784
H -1.856 -0.491 -0.623
N 1.025 -0.467 0.823
C 1.092 -0.141 -0.571
H 1.543 -0.930 -2.469
H -0.772 -1.698 1.194
H 2.324 -1.763 -0.977
H -1.364 1.898 -1.056

Values from the calculation:
- energy above the lowest of the compared OMol25 structures with the same formula, charge and spin (kJ/mol) = 471.6
- net charge = 0
- highest occupied orbital energy (eV) = -8.59
- orbital gap (eV) = 8.380

Mulliken population analysis, charges in e, atoms 1 to 8: -0.5934 0.3683 -0.3919 0.2572 0.2584 -0.7605 -0.3883 -0.4604

=====

No. 12
C27H24F6N2O4PSSbTi | ωB97M-V/def2-TZVPD

Geometry (Å):
C -1.361 2.799 2.401
H 0.629 2.027 2.139
C -3.656 -0.026 0.093
C -2.847 1.468 3.740
C 1.079 -4.202 -2.900
F 3.472 -1.144 -0.226
H 2.445 -1.114 -2.739
H -5.446 0.722 -0.818
H -0.900 -4.732 -2.258
H -3.811 1.323 4.210
C -2.621 2.609 2.971
H -4.316 1.461 -2.885
H -2.030 -0.363 4.519
C 1.139 -3.661 1.493
H -1.170 3.696 1.825
O 1.451 -4.802 1.544
C 1.648 2.166 -4.433
F 5.747 0.488 0.004
C -2.379 0.816 -2.241
C -1.659 0.202 -1.220
F 5.863 -2.026 0.812
N 0.769 0.070 0.098
H -1.718 -0.671 0.754
H -4.594 3.393 3.344
F 3.585 -1.784 2.130
H 0.354 -3.299 3.473
C 1.700 -1.894 -2.660
Sb 4.794 -0.578 1.160
C -1.854 0.522 3.920
C -0.178 -3.934 -2.374
H 1.336 -5.213 -3.188
H -3.996 3.653 1.701
H 2.447 4.151 -4.335
H -1.490 -2.432 -1.590
C 1.981 3.347 -3.780
H 1.987 4.426 -1.923
P 0.098 -0.037 -1.410
C 0.433 -1.623 -2.138
F 3.414 0.771 1.102
C -2.291 -0.215 -0.045
F 5.494 -0.005 2.752
C -3.708 3.624 2.754
H 2.990 -3.401 -3.459
O 1.599 -2.731 0.617
H -3.366 4.623 3.025
Ti 1.791 -1.012 1.151
H -1.880 1.158 -3.140
C 1.727 3.503 -2.423
H -0.834 -3.472 2.168
H 0.948 2.577 -0.650
C -0.618 0.734 3.323
S 0.540 -0.561 3.425
C 0.823 1.278 -2.367
H -4.157 -0.346 0.998
C 1.146 2.470 -1.709
C -4.380 0.575 -0.930
H 0.816 0.200 -4.237
C -0.507 -2.644 -1.991
H 1.840 2.058 -5.492
C 2.012 -3.185 -3.051
C -0.351 1.870 2.569
C 0.123 -3.030 2.445
N 0.150 -1.571 2.223
O 1.823 -0.036 2.840
C -3.746 0.993 -2.093
O 0.594 -1.152 4.713
C 1.074 1.120 -3.729

Values from the calculation:
- energy above the lowest of the compared OMol25 structures with the same formula, charge and spin (kJ/mol) = 83.5
- net charge = +1
- highest occupied orbital energy (alpha / beta) (eV) = -12.55 / -12.52
- orbital gap (alpha / beta) (eV) = 8.914 / 5.784
- multiplicity = 2

Mulliken population analysis, charges in e, atoms 1 to 8: -0.6574 0.5170 -0.7011 -0.7864 -0.5633 -0.6552 0.5639 0.4297